9
Properties=species:S:1:pos:R:3 method="wB97M-V/def2-TZVPD" e_homo_ev=-1.6 total_charge=-1 de_lowest_ev=6.1487 energy_ha=-283.685056 gap_ev=5.81
C -0.18502 0.78450 0.37820
C 0.10982 -0.46275 -0.26076
N -1.09771 -0.36534 0.49872
O -2.18670 -0.44590 -0.25469
O 1.25519 -1.16950 0.19964
H 0.29210 0.92548 1.41015
H -0.32419 1.75614 -0.10670
H 0.21005 -0.36164 -1.62993
H 1.92647 -0.66100 -0.23463

=====

9
Properties=species:S:1:pos:R:3 method="wB97M-V/def2-TZVPD" e_homo_ev=-2.5 total_charge=-1 de_lowest_ev=6.2736 energy_ha=-283.680465 gap_ev=6.96
O 1.66623 -0.98959 0.15467
C 0.54242 -0.51222 0.57314
N 0.23438 0.84975 0.70238
C -0.49176 0.06991 -0.51967
O -1.77347 -0.56170 -0.54868
H 0.00798 -1.16552 1.28217
H 1.06203 1.26729 0.26738
H -1.31460 0.86386 -0.47357
H 0.06680 0.17821 -1.43783

=====

9
Properties=species:S:1:pos:R:3 method="wB97M-V/def2-TZVPD" e_homo_ev="-15.2 / -15.2" total_charge=+1 de_lowest_ev=3.4829 energy_ha=-283.428171 gap_ev="6.76 / 6.76"
C 0.41697 -0.88982 -0.01823
C 0.96269 0.51462 0.10637
N -2.34641 0.56679 -0.57587
O -2.88247 0.29190 0.34504
O -0.71834 -1.10242 -0.14159
H 1.11948 -1.74481 0.09235
H 1.79694 0.55839 0.83734
H 0.14340 1.25057 0.14131
H 1.50773 0.55478 -0.78672